a) Formula: C2H5N3
Source: the OMol25 dataset
Level of theory: ωB97M-V/def2-TZVPD

```
! wB97M-V def2-TZVPD RIJCOSX def2/J DEFGRID3
* xyz 0 1
C -1.83332 0.55719 -0.38383
C 1.56411 -0.49698 0.16674
H -2.50613 1.04901 0.45037
H -2.25727 0.16144 -1.41617
H 0.07412 -0.55094 -1.33645
H 2.20876 -0.81562 -0.63232
H 1.14958 0.01007 1.94525
N -0.70450 0.49563 0.27031
N 0.38657 0.05515 -0.45130
N 1.91808 -0.46495 1.38740
*
```

Output
SMILES string = [H]/N=C\NN=C
E_LUMO = 0.0295 Ha

Here are the Mulliken charges for atoms 1 to 6, given in e: C -0.2739; C -0.0361; H 0.2431; H 0.2205; H 0.2715; H 0.3292

***

b) Formula: C2H5N3
Source: the OMol25 dataset
Level of theory: ωB97M-V/def2-TZVPD

```
! wB97M-V def2-TZVPD RIJCOSX def2/J DEFGRID3
* xyz 0 1
C -2.85976 -0.13474 -0.34929
C 0.06805 -0.95430 -0.32103
N -3.80188 -0.24824 0.33920
N -0.17584 1.46400 -0.09224
N -0.32362 0.35037 -0.72957
H 1.12487 -0.90034 -0.06051
H -0.59228 -1.27458 0.43798
H -0.01069 -1.63755 -1.23998
H -0.63613 2.30108 -0.68113
H -0.08070 1.67884 0.95873
*
```

Output
E_LUMO (alpha / beta) = -0.0707 / -0.0705 Ha

Here are the Mulliken charges for atoms 1 to 6, given in e: C -0.2357; C -0.6390; N -0.4621; N -0.2003; N -0.0273; H 0.3419

***

c) Formula: C2H5N3
Source: the OMol25 dataset
Level of theory: ωB97M-V/def2-TZVPD

```
! wB97M-V def2-TZVPD RIJCOSX def2/J DEFGRID3
* xyz 0 1
C -0.48722 -0.46220 -0.09196
C -1.82244 0.26133 0.11763
N 2.93339 -0.09785 0.29702
N 0.64932 0.04410 0.13280
N 1.81663 0.12855 -0.28047
H -0.43858 -1.52229 -0.36091
H -1.83314 0.93125 0.93742
H -2.54537 -0.44284 0.09616
H -2.05868 0.77467 -0.75082
H 3.78610 0.38528 -0.09687
*
```

Output
SMILES string = [H]/N=N/N=C/C
E_LUMO = 0.0278 Ha

Here are the Mulliken charges for atoms 1 to 6, given in e: C -0.0934; C -1.0090; N -0.5330; N 0.1773; N -0.1377; H 0.3758

***

d) Formula: C2H5N3
Source: the OMol25 dataset
Level of theory: ωB97M-V/def2-TZVPD

```
! wB97M-V def2-TZVPD RIJCOSX def2/J DEFGRID3
* xyz 0 1
C 0.91114 -2.24133 0.01369
C -0.88916 1.84871 -0.08042
N 1.13967 -3.01905 -0.88735
N 0.10239 2.34289 0.52249
N 0.35232 -1.54179 0.77154
H -0.94564 1.28307 -1.00291
H -1.85205 1.88562 0.40753
H 1.72310 -3.91332 -0.82479
H 0.99497 2.15367 0.04377
H 0.45509 -0.68401 1.23821
*
```

Output
SMILES string = N=C=N.C=N
E_LUMO = 0.0292 Ha

Here are the Mulliken charges for atoms 1 to 6, given in e: C 0.3055; C -0.2726; N -0.5123; N -0.5059; N -0.3532; H 0.2660

***

Stability summary: most stable d), least stable b).

***

a) Formula: C2H5N3
Source: the OMol25 dataset
Level of theory: ωB97M-V/def2-TZVPD

```
! wB97M-V def2-TZVPD RIJCOSX def2/J DEFGRID3
* xyz 0 1
C 1.13691 -1.38852 1.11305
C -0.80119 0.73561 -0.85559
H 2.01542 -1.38744 1.71915
H 0.42226 -2.29314 1.08168
H -1.34548 -1.23502 0.31137
H -1.67497 0.47752 -1.51107
H 0.56541 1.86451 -0.19671
N 0.56238 -0.43026 0.52940
N -0.71555 -0.42205 0.02172
N -0.13211 1.77960 -0.97243
*
```

Output
SMILES string = [H]/N=C\NN=C
E_LUMO = 0.0358 Ha

Here are the Mulliken charges for atoms 1 to 6, given in e: C -0.2970; C -0.0061; H 0.2746; H 0.1223; H 0.2713; H 0.2822

***

b) Formula: C2H5N3
Source: the OMol25 dataset
Level of theory: ωB97M-V/def2-TZVPD

```
! wB97M-V def2-TZVPD RIJCOSX def2/J DEFGRID3
* xyz 0 1
N -0.27298 -1.51357 -0.68656
C -0.31676 -1.04071 0.58402
C 0.51554 1.19159 0.35352
N 0.07918 0.08247 0.99387
N -0.24849 1.99817 -0.24907
H -0.13020 -0.84422 -1.42675
H -0.76436 -2.35604 -0.92162
H 0.19947 2.85874 -0.54646
H -0.64738 -1.75630 1.33056
H 1.58596 1.37987 0.56849
*
```

Output
SMILES string = [H]/N=C/N=C\N
E_LUMO = 0.0347 Ha

Here are the Mulliken charges for atoms 1 to 6, given in e: N -0.4057; C 0.1101; C 0.0164; N -0.4576; N -0.6151; H 0.2281

***

Stability summary: most stable b), least stable a).

***

a) Formula: HO2S2
Source: the OMol25 dataset
Level of theory: ωB97M-V/def2-TZVPD

```
! wB97M-V def2-TZVPD RIJCOSX def2/J DEFGRID3
* xyz -1 1
O -0.08355 0.27542 1.69722
O 0.62423 -1.83893 -0.93436
S -1.53864 0.88113 -0.62189
S -0.08700 0.06143 0.21598
H 1.08496 0.62095 -0.35695
*
```

Output
E_LUMO (alpha / beta) = 0.1219 / 0.1220 Ha

So, what does the Mulliken scheme give us? The charges, in e, come out as: O -0.5485; O -0.6620; S -0.3924; S 0.4543; H 0.1487

***

b) Formula: HO2S2
Source: the OMol25 dataset
Level of theory: ωB97M-V/def2-TZVPD

```
! wB97M-V def2-TZVPD RIJCOSX def2/J DEFGRID3
* xyz -1 1
O -0.15918 -0.63242 -1.43527
O -0.11433 -1.14304 1.09962
S 1.35433 1.28650 0.14768
S 0.01881 -0.12444 -0.07066
H -1.09963 0.61340 0.25864
*
```

Output
SMILES string = O=[SH](=O)[S-]
E_LUMO = 0.1404 Ha

So, what does the Mulliken scheme give us? The charges, in e, come out as: O -0.5551; O -0.6277; S -0.4937; S 0.5973; H 0.0793

***

Stability summary: most stable b), least stable a).

***

a) Formula: C6H40O15
Source: the OMol25 dataset
Level of theory: ωB97M-V/def2-TZVPD

```
! wB97M-V def2-TZVPD RIJCOSX def2/J DEFGRID3
* xyz 0 1
C 1.96360 -0.57205 2.09149
C 1.99189 -1.55845 2.96849
C 2.20033 -0.69967 0.62015
C 1.53769 0.30723 -0.30244
C 2.25123 1.23686 -0.93647
C 1.81652 2.08104 -2.06209
H 1.77558 0.45000 2.40074
H 1.82529 -1.35421 4.01900
H 1.87673 -2.63443 2.85544
H 1.88830 -1.68813 0.24970
H 3.24962 -0.77897 0.29764
H 0.50741 -0.00456 -0.38139
H 3.27236 1.19776 -0.56338
H 0.75565 2.33125 -2.04429
H 2.05282 1.59019 -3.01786
H 2.37638 2.99053 -2.29399
H -2.17873 -1.38521 0.35199
H -1.41762 -0.37876 1.11048
O -1.42182 -0.77033 0.22373
H -4.53491 -2.35481 -0.23009
H -3.78573 -1.62288 0.83203
O -3.73603 -2.43151 0.30465
H 2.60173 -1.19845 -1.98462
H 3.54104 -0.68888 -3.12022
O 2.68635 -1.08656 -2.93696
H 1.74506 3.52049 1.58642
H 1.62276 3.38160 3.02639
O 2.32611 3.43706 2.36533
H -2.94081 0.85449 0.16945
H -3.16759 2.05390 1.19990
O -2.73990 1.76219 0.39129
H 0.25381 2.02371 0.14247
H -0.97956 2.70659 0.53087
O -0.01778 2.80359 0.65039
H 4.34056 0.98237 1.45024
H 3.59500 2.38511 1.59632
O 4.44496 1.94090 1.51595
H -5.28825 0.39112 -1.12724
H -4.96225 0.76033 0.34372
O -5.09025 0.01402 -0.24498
H -3.42352 -0.01004 3.81222
H -2.64855 -1.27936 3.49284
O -2.52593 -0.32591 3.64004
H -1.33236 -0.05764 -1.57370
H 0.07447 -0.26835 -2.27882
O -0.83011 0.05803 -2.38908
H 0.28138 0.46514 5.28482
H -0.27453 0.76346 3.92077
O 0.55459 0.75950 4.40968
H -2.46467 -1.36974 -2.90806
H -2.46390 -1.22431 -4.41052
O -2.94806 -1.65123 -3.69499
H 3.81711 -3.79255 -1.32186
H 4.35832 -3.01790 -0.08548
O 3.80581 -2.94535 -0.86966
H -4.23758 -0.04320 -3.24284
H -3.88578 1.41083 -2.71856
O -4.58397 0.76285 -2.83371
H 1.48928 -2.69047 -3.16707
H 0.08022 -2.56847 -2.68478
O 0.92024 -2.96976 -2.42950
*
```

Output
E_LUMO = -0.0219 Ha

Here are the Mulliken charges for atoms 1 to 6, given in e: C -0.4574; C -1.0067; C -1.5256; C 0.9016; C 0.3415; C -1.5089

***

b) Formula: C6H40O15
Source: the OMol25 dataset
Level of theory: ωB97M-V/def2-TZVPD

```
! wB97M-V def2-TZVPD RIJCOSX def2/J DEFGRID3
* xyz 0 1
C -0.11908 -0.23168 4.01917
C -0.65925 -1.39578 4.23885
C -0.51806 0.87328 3.08436
C -1.65801 0.87942 2.14002
C -2.26842 1.95499 1.58502
C -3.10984 1.65397 0.43970
H 0.50831 0.14144 4.84785
H -0.34578 -1.93978 5.11960
H -1.38791 -1.90539 3.58707
H 0.31293 0.75950 2.32160
H -0.47677 1.87627 3.66292
H -1.99155 -0.17185 1.84742
H -2.29415 2.88253 2.06978
H -2.74526 1.19393 -0.46590
H -3.55658 2.52741 0.02560
H -4.01774 0.90803 0.80417
H 2.18769 -1.57733 0.53072
H 2.15941 -1.40753 -1.04895
O 2.22562 -1.01630 -0.13563
H 3.82615 -1.98018 -2.78765
H 2.42180 -2.69447 -2.43583
O 3.30874 -2.41205 -2.08762
H 2.67348 3.19169 1.09526
H 2.05444 2.67145 2.43784
O 1.85974 2.87974 1.46781
H -4.45606 0.36313 2.32357
H -3.85375 -1.19192 2.58634
O -4.58151 -0.48124 2.80049
H -0.52842 -1.07771 -1.94035
H -1.54012 -0.16970 -1.59083
O -0.87979 -0.43918 -2.37286
H -3.32443 2.18305 -3.18961
H -2.88822 0.85615 -3.23864
O -3.68325 1.28584 -2.96436
H -2.53324 0.47388 4.52299
H -2.31225 2.06882 4.50370
O -2.83311 1.27234 4.26043
H 2.02120 -1.76259 -4.55959
H 0.69707 -1.25904 -4.05124
O 1.14734 -2.11162 -4.21141
H -0.44151 -3.88409 -1.46045
H 0.06207 -2.79517 -2.64580
O -0.64709 -3.12958 -2.05476
H 1.94844 2.28239 -0.77591
H 1.04705 0.96339 -1.09281
O 1.76545 1.53237 -1.30726
H -1.82495 -2.75402 0.29653
H -2.93885 -3.27581 1.22704
O -1.96812 -3.05698 1.16751
H 2.48071 0.53855 -4.34166
H 3.88230 0.62716 -3.59685
O 3.05115 0.16540 -3.67370
H 3.11123 0.82720 2.48786
H 2.54368 1.07684 3.88408
O 3.27206 1.31600 3.36900
H 0.08707 1.53090 -4.18228
H -0.71470 0.39547 -4.47713
O -0.08942 0.95222 -4.90524
H 3.77122 0.48997 -1.47624
H 4.54948 -0.55474 -0.69306
O 4.52999 0.38892 -0.99915
*
```

Output
E_LUMO = -0.0050 Ha

Here are the Mulliken charges for atoms 1 to 6, given in e: C -0.4665; C -0.8440; C 0.2071; C 0.4520; C -0.4737; C -0.5788

***

Stability summary: most stable a), least stable b).

***

a) Formula: C2H6N2
Source: the OMol25 dataset
Level of theory: ωB97M-V/def2-TZVPD

```
! wB97M-V def2-TZVPD RIJCOSX def2/J DEFGRID3
* xyz 0 1
C 0.61120 0.42859 -0.17191
C -0.36063 0.07389 0.78569
N -0.57940 -1.41712 1.04901
N 0.22588 0.98400 -1.52620
H 1.66553 0.39592 0.07237
H -1.10704 0.82419 1.27033
H -0.11098 -1.40566 2.03494
H 0.10324 -1.84460 0.41813
H -0.58887 0.72839 -2.00376
H 1.00933 1.31871 -2.13438
*
```

Output
SMILES string = N/C=C/N
E_LUMO = 0.0199 Ha

Here are the Mulliken charges for atoms 1 to 6, given in e: C -0.2791; C -0.3546; N -0.5449; N -0.4798; H 0.3592; H 0.2994

***

b) Formula: C2H6N2
Source: the OMol25 dataset
Level of theory: ωB97M-V/def2-TZVPD

```
! wB97M-V def2-TZVPD RIJCOSX def2/J DEFGRID3
* xyz 0 1
C 0.72969 -1.00267 0.19908
C -0.06654 0.15280 -0.33050
N -0.00298 0.43863 -1.55818
N -0.84824 0.78377 0.60300
H -0.57379 1.23198 -1.84145
H -1.30317 1.64755 0.35896
H -0.71100 0.60462 1.58203
H 0.06796 -1.72866 0.66732
H 1.26093 -1.47217 -0.62143
H 1.44714 -0.65586 0.94116
*
```

Output
SMILES string = [H]/N=C(/C)N
E_LUMO = 0.0361 Ha

Here are the Mulliken charges for atoms 1 to 6, given in e: C -1.0506; C 0.6499; N -0.6416; N -0.4311; H 0.1905; H 0.1920

***

c) Formula: C2H6N2
Source: the OMol25 dataset
Level of theory: ωB97M-V/def2-TZVPD

```
! wB97M-V def2-TZVPD RIJCOSX def2/J DEFGRID3
* xyz 0 1
C -1.90785 0.22728 -0.49819
N -2.26897 -0.44508 0.50513
H -0.89594 0.61168 -0.59615
H -2.55730 0.48835 -1.33790
H -3.25318 -0.70475 0.40859
C 2.18157 -0.44119 0.28963
N 2.44452 0.71307 -0.15703
H 2.52823 -1.28458 -0.30590
H 1.62024 -0.60152 1.21472
H 2.10868 1.43673 0.47709
*
```

Output
SMILES string = C=N.C=N
E_LUMO = 0.0416 Ha

Here are the Mulliken charges for atoms 1 to 6, given in e: C -0.2016; N -0.4678; H 0.2132; H 0.2098; H 0.2478; C -0.2794

***

d) Formula: C2H6N2
Source: the OMol25 dataset
Level of theory: ωB97M-V/def2-TZVPD

```
! wB97M-V def2-TZVPD RIJCOSX def2/J DEFGRID3
* xyz 0 1
C -0.08477 -1.54851 -0.20100
N -0.44102 1.44934 0.66681
C 0.32218 0.94199 -0.47013
N 0.69005 -0.32536 -0.70902
H -0.98003 -1.32343 0.42841
H 0.56715 -2.05143 0.41645
H -0.25084 -2.22619 -0.97782
H -0.30482 2.42874 0.63443
H -0.02379 1.01681 1.50552
H 0.50589 1.63803 -1.29365
*
```

Output
SMILES string = C/N=C\N
E_LUMO = 0.0360 Ha

Here are the Mulliken charges for atoms 1 to 6, given in e: C -0.7938; N -0.5528; C 0.0633; N -0.4801; H 0.2781; H 0.3238

***

Stability summary: most stable b), least stable a).

***

a) Formula: C2H6N2
Source: the OMol25 dataset
Level of theory: ωB97M-V/def2-TZVPD

```
! wB97M-V def2-TZVPD RIJCOSX def2/J DEFGRID3
* xyz 0 1
C 1.36268 -0.19669 -0.48171
N -0.02452 0.28848 -0.54097
C -0.80741 0.06204 0.55160
N -2.10287 0.31064 0.33654
H 1.26957 -1.12471 0.09667
H 1.81336 -0.22398 -1.41295
H 2.00911 0.51942 0.18424
H -0.36940 0.53383 -1.46460
H -0.40360 -0.27173 1.56259
H -2.74693 0.10269 1.16858
*
```

Output
SMILES string = [H]/N=C/NC
E_LUMO = 0.0398 Ha

Here are the Mulliken charges for atoms 1 to 6, given in e: C -0.8214; N -0.2332; C 0.1011; N -0.6705; H 0.2751; H 0.3422

***

b) Formula: C2H6N2
Source: the OMol25 dataset
Level of theory: ωB97M-V/def2-TZVPD

```
! wB97M-V def2-TZVPD RIJCOSX def2/J DEFGRID3
* xyz 0 1
C -1.17118 -0.26248 0.00631
C -0.23890 0.87987 0.07367
H -1.50616 -0.72823 1.12241
H -0.51477 -1.13028 -0.58046
H -2.15246 0.15792 -0.63372
H -0.82223 1.82809 0.06301
H 2.62097 -0.25489 -0.22186
H 1.09165 -1.11571 0.07454
N 1.05199 0.91509 0.02339
N 1.64108 -0.28939 0.07271
*
```

Output
SMILES string = C/C=N\N
E_LUMO = 0.0377 Ha

Here are the Mulliken charges for atoms 1 to 6, given in e: C -0.7114; C 0.1116; H 0.2077; H 0.1670; H 0.2607; H 0.3020

***

Stability summary: most stable a), least stable b).